(1)
This record from the OMol25 dataset describes C17H26N2O4 in the gas phase in a non-equilibrium geometry. The level of theory is ωB97M-V/def2-TZVPD.

## Properties
* ΔE to the lowest compared entry with this formula, charge and spin: 15.340 eV
* E_tot: -29208.0865 eV
* molecular weight: 322.405 g/mol
* HOMO: -7.86 eV
* SMILES: O=C([C@H]1CCC(=O)N1C1CCCC1)N1CCC2(CC1)OCCO2

Cartesian coordinates (Å):
O: -1.6605 -0.0392 1.1903
C: -0.5580 0.7076 1.2430
N: -0.5472 2.0434 1.2115
C: 0.6129 2.8625 1.2324
H: 0.7320 3.5999 2.2085
C: 0.4913 3.5452 -0.0042
H: -0.0426 4.5024 0.1891
H: 1.6474 3.6775 -0.5621
C: -0.2551 2.7864 -1.1259
C: -1.7956 2.7858 -0.5343
C: -1.7962 2.4623 0.7908
H: -1.6981 3.4382 1.3890
H: -2.5011 2.0638 1.4567
H: -2.3272 1.8535 -1.1009
H: -2.2145 3.6434 -0.8561
O: -0.4376 3.4201 -2.2931
C: -0.5752 2.5932 -3.2070
H: 0.0526 2.7336 -4.1277
C: -0.1061 1.2586 -2.8100
H: -1.1040 0.4239 -2.6925
O: 0.2969 1.5223 -1.3448
H: 0.5802 0.5431 -3.1685
H: -1.6289 2.4668 -3.7911
H: 1.3522 2.1290 1.2661
C: 1.0514 -0.1694 1.2233
N: 0.6727 -1.4744 1.0355
C: 0.5534 -2.2739 2.3415
O: 0.3915 -3.5483 2.0086
C: 0.5875 -1.5307 3.4704
H: 1.2060 -1.9054 4.2046
C: 1.3431 -0.1813 2.7526
H: 1.1115 0.7149 3.4372
H: 2.3627 -0.2093 2.8511
H: -0.2882 -1.2605 3.9243
C: 0.5083 -1.9834 -0.2202
H: 0.5672 -1.0946 -1.0979
C: 1.7140 -2.9870 -0.7280
H: 1.6464 -3.5714 0.2052
C: 0.7637 -4.0705 -1.5867
H: 0.5878 -3.8253 -2.6521
C: -0.7465 -4.0075 -0.7969
H: -0.7065 -4.8138 0.0720
H: -1.3647 -4.6344 -1.3989
C: -0.8847 -2.6228 -0.4169
H: -1.2450 -2.2479 -1.4699
H: -1.5452 -2.3111 0.2954
H: 1.2200 -4.9035 -1.5051
H: 2.3466 -2.4294 -1.1175
H: 1.6294 0.3175 0.6090

Cartesian forces, eV/Å:
5.3 3.6 0.4
-0.8 -4.9 -0.7
0.0 -4.9 2.2
-0.9 -0.2 3.5
-0.5 -1.8 -2.3
4.2 3.4 -5.9
0.7 -0.3 -0.8
-3.1 0.4 1.8
-3.0 -0.6 5.1
0.7 -6.1 -6.6
0.2 5.9 7.4
-1.1 0.3 -0.8
-1.7 -1.4 -0.5
1.0 2.2 0.7
-1.5 2.8 -0.8
1.9 6.5 3.5
-1.6 -5.2 -11.1
-0.1 1.1 0.5
-4.2 -4.5 5.5
2.5 2.4 -0.3
-0.3 0.5 -2.4
1.5 0.4 -1.2
1.6 0.6 2.0
1.9 -0.5 0.1
-8.1 -0.2 6.8
1.4 -0.8 4.8
-1.6 -8.1 -11.6
0.7 5.5 3.3
3.3 5.2 -0.3
1.5 -1.0 1.5
-2.1 1.0 2.2
-0.2 -0.9 -1.6
2.8 -0.9 0.5
-2.6 0.7 0.6
0.4 0.2 -5.5
-0.2 -1.7 2.9
-12.1 -6.0 4.0
2.2 0.3 -0.2
-3.5 7.5 0.8
0.2 0.1 0.5
4.4 -5.6 1.4
0.5 2.0 -1.0
-1.3 0.9 -1.1
0.8 1.2 -5.0
0.2 0.3 2.0
-1.8 0.5 1.9
2.8 -6.2 0.4
6.5 4.2 -3.3
3.4 2.1 -3.3

Let us look at the Mulliken charges, expressed in e, one per atom: number 1, O, carries -0.725; number 2, C, carries 0.400; number 3, N, carries 0.152; number 4, C, carries -0.433; number 5, H, carries 0.195; number 6, C, carries -0.352; number 7, H, carries 0.210; number 8, H, carries 0.347; number 9, C, carries 0.458; number 10, C, carries -0.700; number 11, C, carries -1.476; number 12, H, carries 0.455; number 13, H, carries 0.574; number 14, H, carries 0.205; number 15, H, carries 0.713; number 16, O, carries -0.429; number 17, C, carries -0.550; number 18, H, carries 0.312; number 19, C, carries -0.504; number 20, H, carries 0.104; number 21, O, carries -0.135; number 22, H, carries 0.556; number 23, H, carries 0.236; number 24, H, carries 0.347; number 25, C, carries -1.370; number 26, N, carries 0.263; number 27, C, carries 0.689; number 28, O, carries -0.658; number 29, C, carries -0.992; number 30, H, carries 0.387; number 31, C, carries -1.052; number 32, H, carries 0.307; number 33, H, carries 0.627; number 34, H, carries 0.332; number 35, C, carries 0.542; number 36, H, carries -0.314; number 37, C, carries -1.329; number 38, H, carries 0.348; number 39, C, carries -1.089; number 40, H, carries 0.303; number 41, C, carries -0.742; number 42, H, carries 0.209; number 43, H, carries 0.472; number 44, C, carries -0.889; number 45, H, carries 0.061; number 46, H, carries 0.769; number 47, H, carries 0.646; number 48, H, carries 0.864; number 49, H, carries 1.656

---

(2)
This record from the OMol25 dataset describes C17H26N4O3 in the gas phase. The level of theory is ωB97M-V/def2-TZVPD.

## Properties
* ΔE to the lowest compared entry with this formula, charge and spin: 2.034 eV
* E_tot: -30153.6161 eV
* molecular weight: 334.420 g/mol
* HOMO: -8.65 eV
* SMILES: CN1CCCC[C@@H]1C(=O)N(CCC(=O)NCc1ncco1)C1CC1

Cartesian coordinates (Å):
C: -2.3885 -0.5174 3.3394
N: -3.0764 -0.9278 2.1296
C: -4.5177 -0.8007 2.2956
C: -5.2672 -1.3257 1.0824
C: -4.8192 -0.5894 -0.1738
C: -3.3037 -0.6623 -0.2992
C: -2.6263 -0.1547 0.9731
C: -1.1137 -0.3229 0.8222
O: -0.6348 -1.4358 0.6809
N: -0.3036 0.7757 0.9014
C: 1.1359 0.5264 0.9371
C: 1.7134 0.0767 -0.4036
C: 3.2269 0.1210 -0.3664
O: 3.8365 1.0695 0.0932
N: 3.8513 -0.9681 -0.8933
C: 5.2936 -1.0544 -0.9973
C: 5.7564 -1.0474 -2.4143
N: 6.2503 -2.0277 -3.0889
C: 6.4820 -1.4987 -4.3530
C: 6.1021 -0.2091 -4.3614
O: 5.6315 0.0993 -3.1179
C: -0.7317 2.1470 0.9500
C: -0.2776 3.0861 -0.1357
C: -1.7110 2.6710 -0.0609
H: -1.3198 -0.7139 3.2532
H: -2.5336 0.5544 3.5639
H: -2.7667 -1.0936 4.1837
H: -4.8019 -1.3599 3.1890
H: -4.7996 0.2564 2.4719
H: -5.0597 -2.3935 0.9765
H: -6.3417 -1.2101 1.2395
H: -5.2951 -1.0099 -1.0618
H: -5.1315 0.4593 -0.1109
H: -2.9787 -1.6935 -0.4504
H: -2.9565 -0.0807 -1.1575
H: -2.8811 0.9042 1.1270
H: 1.6273 1.4467 1.2452
H: 1.3362 -0.2432 1.6846
H: 1.3403 -0.9149 -0.6531
H: 1.3982 0.7632 -1.1931
H: 3.2918 -1.7246 -1.2477
H: 5.6953 -0.1945 -0.4631
H: 5.6624 -1.9688 -0.5353
H: 6.9019 -2.0861 -5.1505
H: 6.0961 0.5769 -5.0936
H: -0.7961 2.5681 1.9485
H: -0.0079 4.0904 0.1578
H: 0.3240 2.6729 -0.9317
H: -2.0646 1.9789 -0.8117
H: -2.4471 3.3856 0.2800

Cartesian forces, eV/Å:
0.0 0.0 0.0
0.0 0.0 0.0
0.0 0.0 0.0
0.0 0.0 0.0
0.0 0.0 0.0
0.0 0.0 0.0
0.0 0.0 0.0
0.0 0.0 0.2
0.0 0.0 0.0
0.1 0.0 -0.3
0.0 0.0 0.0
0.0 0.0 0.0
0.0 0.0 0.0
0.0 0.0 0.0
0.0 0.0 0.0
0.0 0.0 0.0
0.0 0.0 0.0
0.0 0.0 0.0
0.0 0.0 0.0
0.0 0.0 0.0
0.0 0.0 0.0
-0.2 -0.1 0.0
0.1 0.0 0.1
0.0 0.0 0.0
0.0 0.0 0.0
0.0 0.0 0.0
0.0 0.0 0.0
0.0 0.0 0.0
0.0 0.0 0.0
0.0 0.0 0.0
0.0 0.0 0.0
0.0 0.0 0.0
0.0 0.0 0.0
0.0 0.0 0.0
0.0 0.0 0.0
0.0 0.0 0.0
0.0 0.0 0.0
0.0 0.0 0.0
0.0 0.0 0.0
0.0 0.0 0.0
0.0 0.0 0.0
0.0 0.0 0.0
0.0 0.0 0.0
0.0 0.0 0.0
0.0 0.0 0.0
0.0 0.0 0.0
0.0 0.0 0.0
0.0 0.0 0.0
0.0 0.0 0.0
0.0 0.0 0.0

Let us look at the Mulliken charges, expressed in e, one per atom: number 1, C, carries -0.988; number 2, N, carries -0.146; number 3, C, carries -0.546; number 4, C, carries -0.786; number 5, C, carries -0.776; number 6, C, carries -1.066; number 7, C, carries 0.529; number 8, C, carries -0.377; number 9, O, carries -0.651; number 10, N, carries 0.551; number 11, C, carries -1.234; number 12, C, carries -0.062; number 13, C, carries 0.387; number 14, O, carries -0.677; number 15, N, carries -0.197; number 16, C, carries -0.734; number 17, C, carries 0.665; number 18, N, carries -0.588; number 19, C, carries -0.302; number 20, C, carries -0.211; number 21, O, carries -0.279; number 22, C, carries -0.148; number 23, C, carries -0.569; number 24, C, carries -0.440; number 25, H, carries 0.285; number 26, H, carries 0.307; number 27, H, carries 0.387; number 28, H, carries 0.459; number 29, H, carries 0.336; number 30, H, carries 0.333; number 31, H, carries 0.386; number 32, H, carries 0.356; number 33, H, carries 0.335; number 34, H, carries 0.393; number 35, H, carries 0.313; number 36, H, carries 0.658; number 37, H, carries 0.442; number 38, H, carries 0.426; number 39, H, carries 0.296; number 40, H, carries 0.159; number 41, H, carries 0.265; number 42, H, carries 0.358; number 43, H, carries 0.312; number 44, H, carries 0.375; number 45, H, carries 0.390; number 46, H, carries 0.202; number 47, H, carries 0.274; number 48, H, carries 0.166; number 49, H, carries 0.149; number 50, H, carries 0.281

---

(3)
This record from the OMol25 dataset describes a molecular structure, C17H26N7OTc in a non-equilibrium geometry. The level of theory is ωB97M-V/def2-TZVPD.

## Properties
* ΔE to the lowest compared entry with this formula, charge and spin: 0.014 eV
* E_tot: -32722.7547 eV
* molecular weight: 442.443 g/mol
* HOMO (alpha / beta): -9.59 / -9.11 eV
* 2S+1: 2
* <S²>: 0.77
* total charge: +1

Cartesian coordinates (Å):
Tc: -0.6727 -0.2579 -0.1211
C: 1.8513 -0.4199 -2.1506
C: 1.8681 -1.7757 -1.4839
N: 0.4921 -2.1941 -1.1824
C: 0.3901 -3.1374 -0.0491
C: 0.8328 -2.4708 1.2201
C: 1.5521 -3.1271 2.2010
C: 1.9321 -2.4311 3.3398
C: 1.6090 -1.0859 3.4233
C: 0.8844 -0.4968 2.4017
C: 0.4362 0.9353 2.4875
N: 0.2631 1.5928 1.1766
C: 1.4939 2.1287 0.5788
C: 2.2104 1.0999 -0.2625
N: 1.2710 0.5655 -1.2460
N: 0.4815 -1.1822 1.3223
H: 1.2225 -0.4704 -3.0415
H: 2.8646 -0.1503 -2.4659
H: 2.4233 -1.7290 -0.5465
H: 2.3855 -2.4882 -2.1320
H: 0.0810 -2.6232 -2.0024
H: 0.9814 -4.0462 -0.1980
H: -0.6604 -3.4251 0.0376
H: 1.8037 -4.1719 2.0718
H: 2.4699 -2.9241 4.1387
H: 1.9073 -0.4940 4.2797
H: 1.1348 1.4819 3.1292
H: -0.5403 0.9447 2.9742
H: -0.4064 2.3418 1.2954
H: 2.1760 2.5071 1.3450
H: 1.2164 2.9680 -0.0625
H: 2.5749 0.2859 0.3667
H: 3.0791 1.5640 -0.7403
H: 0.9123 1.3396 -1.7959
C: -2.3304 -0.8888 -3.2973
C: -2.5397 0.4094 -2.6019
N: -1.9760 0.7892 -1.4699
C: -2.4882 2.0485 -1.1823
C: -3.3599 2.4198 -2.1488
N: -3.3806 1.3733 -3.0408
H: -1.7584 -1.5420 -2.6443
H: -1.7870 -0.7592 -4.2355
H: -3.2836 -1.3683 -3.5228
H: -2.2077 2.5875 -0.2932
H: -3.9600 3.3053 -2.2696
H: -3.9421 1.3213 -3.8731
O: -3.9530 2.2840 2.1291
C: -3.3581 1.2929 1.8977
N: -2.6659 0.3377 1.7344
C: -2.4025 -0.8674 0.9476
H: -3.2771 -1.0977 0.3317
H: -2.2601 -1.6998 1.6389

Cartesian forces, eV/Å:
1.6 0.1 -0.5
0.0 -0.1 0.0
0.0 -0.1 -0.1
-0.7 0.4 0.7
0.1 -0.2 -0.1
0.0 -0.2 -0.2
0.0 0.0 0.1
-0.1 0.0 -0.1
0.1 0.0 0.0
0.0 0.2 0.1
0.0 0.2 0.2
-0.5 -0.9 0.0
0.0 0.1 0.0
0.0 -0.1 0.0
-0.4 0.3 -0.1
0.0 0.0 0.3
0.0 0.0 0.0
0.0 0.1 0.0
0.0 0.0 0.0
0.0 -0.1 0.1
0.0 0.0 0.0
0.0 0.0 -0.1
0.0 0.0 0.0
0.0 0.0 0.0
0.0 0.0 0.0
0.0 0.0 0.0
0.0 0.1 0.0
0.0 0.0 0.0
0.0 0.0 0.0
0.0 0.1 0.0
0.0 0.0 0.0
0.0 0.0 0.0
0.1 0.0 0.0
0.0 0.0 0.0
0.0 0.1 -0.1
0.0 0.0 0.1
-0.1 0.3 -0.2
0.1 -0.1 0.0
0.0 0.0 0.0
0.0 0.0 0.0
0.0 0.0 0.0
0.0 0.0 0.0
0.0 0.0 0.0
0.0 0.0 0.0
0.0 -0.1 0.0
0.0 0.0 0.0
0.1 -0.1 -0.1
-0.2 0.1 0.0
-0.1 -0.2 0.1
0.3 0.0 -0.1
-0.1 0.1 0.0
-0.1 0.1 0.2

Let us look at the Mulliken charges, expressed in e, one per atom: number 1, Tc, carries 0.283; number 2, C, carries -1.013; number 3, C, carries -0.740; number 4, N, carries -0.167; number 5, C, carries -0.897; number 6, C, carries 0.472; number 7, C, carries -1.060; number 8, C, carries -0.671; number 9, C, carries -1.104; number 10, C, carries 1.010; number 11, C, carries -1.490; number 12, N, carries 0.068; number 13, C, carries -1.062; number 14, C, carries -0.785; number 15, N, carries 0.181; number 16, N, carries 1.052; number 17, H, carries 0.379; number 18, H, carries 0.390; number 19, H, carries 0.338; number 20, H, carries 0.496; number 21, H, carries 0.315; number 22, H, carries 0.454; number 23, H, carries 0.281; number 24, H, carries 0.519; number 25, H, carries 0.428; number 26, H, carries 0.505; number 27, H, carries 0.465; number 28, H, carries 0.389; number 29, H, carries 0.305; number 30, H, carries 0.352; number 31, H, carries 0.452; number 32, H, carries 0.351; number 33, H, carries 0.511; number 34, H, carries 0.299; number 35, C, carries -0.985; number 36, C, carries 0.413; number 37, N, carries 0.450; number 38, C, carries -0.666; number 39, C, carries -0.760; number 40, N, carries -0.049; number 41, H, carries -0.059; number 42, H, carries 0.320; number 43, H, carries 0.409; number 44, H, carries 0.416; number 45, H, carries 0.423; number 46, H, carries 0.186; number 47, O, carries -0.549; number 48, C, carries 0.646; number 49, N, carries -0.104; number 50, C, carries -1.088; number 51, H, carries 0.417; number 52, H, carries 0.272

---

(4)
This record from the OMol25 dataset describes C17H26O6 in the gas phase in a non-equilibrium geometry. The level of theory is ωB97M-V/def2-TZVPD.

## Properties
* ΔE to the lowest compared entry with this formula, charge and spin: 11.206 eV
* E_tot: -30324.2517 eV
* molecular weight: 326.389 g/mol
* HOMO: -9.68 eV
* SMILES: COCCCCCCCCCCC1=C(CC(=O)O)C(=O)OC1=O

Cartesian coordinates (Å):
C: 0.1618 -2.7207 2.4820
O: 1.2780 -3.5711 1.9578
C: 2.3361 -2.6497 1.4744
C: 2.0253 -2.1827 -0.0804
C: 3.3539 -1.4824 -0.8052
C: 3.6820 -0.0284 -0.0543
C: 3.6640 1.1949 -1.1685
C: 3.2537 2.5822 -0.3297
C: 1.7667 3.1521 -0.7508
C: 0.5222 2.4937 0.1001
C: -0.5509 1.8007 -0.9429
C: -1.3635 0.5903 -0.1781
C: -2.8934 0.9716 0.2717
C: -4.1495 0.3791 -0.2630
C: -4.4291 -0.7640 -1.4045
C: -3.7634 -2.2308 -1.0986
O: -2.5061 -2.6024 -1.3678
O: -4.6375 -3.2968 -0.5062
C: -5.3062 1.2059 0.5533
O: -6.6161 0.8664 0.4579
O: -4.7689 2.3166 1.3841
C: -3.2883 2.1299 1.4022
O: -2.4567 2.8316 2.2044
H: -0.1309 -1.8517 1.7272
H: 0.5222 -2.1902 3.4794
H: -0.8039 -3.3491 2.7013
H: 3.3803 -3.2137 1.5730
H: 2.4116 -1.7204 2.1997
H: 1.5744 -3.0415 -0.7455
H: 1.1897 -1.3410 -0.0185
H: 3.0985 -1.2947 -1.9530
H: 4.2913 -2.2049 -0.8075
H: 4.7598 -0.1619 0.4146
H: 2.8988 0.1176 0.8162
H: 4.7796 1.3625 -1.5388
H: 2.9379 0.9837 -2.0697
H: 3.3517 2.3956 0.8444
H: 4.0301 3.4547 -0.5722
H: 1.5825 2.9682 -1.8929
H: 1.7685 4.3136 -0.5375
H: -0.0468 3.2938 0.7377
H: 0.9947 1.6975 0.8476
H: 0.1107 1.2695 -1.7822
H: -1.2412 2.5659 -1.4999
H: -1.2615 -0.3697 -0.8396
H: -0.7573 0.3798 0.8279
H: -4.1654 -0.3377 -2.4848
H: -5.6111 -0.9288 -1.4300
H: -4.9781 -3.7830 -1.3350

Cartesian forces, eV/Å:
-0.1 0.6 0.3
-0.5 2.8 0.2
0.5 -0.3 -0.3
0.2 0.8 0.0
-0.7 0.0 0.0
0.3 -1.3 -1.0
0.7 0.7 1.9
0.2 0.6 -0.6
0.1 0.6 0.8
0.1 0.1 -0.5
1.1 -0.8 0.2
0.2 0.5 1.0
-2.6 -1.5 -1.5
2.9 3.0 2.7
-1.5 0.4 0.4
5.5 -3.1 -0.9
-8.1 3.0 1.6
1.0 2.2 -3.3
-5.5 -2.5 -1.3
8.9 2.9 1.0
2.1 -3.2 -1.6
3.5 2.4 2.5
-6.2 -4.9 -5.7
0.6 -1.9 1.4
-0.8 -1.1 -1.9
2.2 1.0 -0.5
-2.4 1.0 -0.4
-0.2 -1.7 -1.5
1.1 1.5 1.6
1.7 -1.7 -0.3
0.5 -0.3 2.5
-2.0 1.4 0.2
-2.3 0.7 -0.8
1.6 -0.1 -1.9
-2.5 -0.6 0.5
1.4 0.4 1.9
-0.4 0.4 -2.6
-1.6 -2.0 0.4
0.5 0.5 2.1
0.0 -2.3 -0.6
1.2 -1.5 -1.1
-1.3 1.5 -1.7
-1.5 1.1 1.7
1.3 -1.4 1.3
-0.9 1.7 1.4
-1.4 0.4 -2.1
0.0 -1.1 2.5
2.6 0.4 0.3
0.7 0.9 1.8

Let us look at the Mulliken charges, expressed in e, one per atom: number 1, C, carries -0.294; number 2, O, carries -0.381; number 3, C, carries -0.333; number 4, C, carries -0.025; number 5, C, carries -0.637; number 6, C, carries -0.357; number 7, C, carries -0.508; number 8, C, carries -0.767; number 9, C, carries -0.692; number 10, C, carries -0.264; number 11, C, carries -0.618; number 12, C, carries 0.122; number 13, C, carries 0.344; number 14, C, carries -0.096; number 15, C, carries -0.481; number 16, C, carries 0.447; number 17, O, carries -0.485; number 18, O, carries -0.431; number 19, C, carries 0.296; number 20, O, carries -0.528; number 21, O, carries -0.257; number 22, C, carries 0.241; number 23, O, carries -0.514; number 24, H, carries -0.041; number 25, H, carries 0.245; number 26, H, carries 0.271; number 27, H, carries 0.265; number 28, H, carries 0.232; number 29, H, carries 0.341; number 30, H, carries -0.266; number 31, H, carries 0.290; number 32, H, carries 0.329; number 33, H, carries 0.244; number 34, H, carries 0.074; number 35, H, carries 0.256; number 36, H, carries 0.351; number 37, H, carries 0.347; number 38, H, carries 0.351; number 39, H, carries 0.352; number 40, H, carries 0.315; number 41, H, carries 0.286; number 42, H, carries 0.148; number 43, H, carries 0.275; number 44, H, carries 0.278; number 45, H, carries 0.231; number 46, H, carries 0.064; number 47, H, carries 0.354; number 48, H, carries 0.267; number 49, H, carries 0.361